C41H99N3O10 as an isolated structure in a non-equilibrium geometry. Source: OMol25; level of theory: ωB97M-V with the def2-TZVPD basis set.

Computed properties:
Energy above the lowest of the compared OMol25 structures with the same formula, charge and spin: 29.286 eV
E: -2536.88822 Eh

The geometry in XYZ format:
```
153
Properties=species:S:1:pos:R:3:forces:R:3:mulliken_charge:R:1
O 1.983253 1.137355 -0.698264 0.17 -3.63 1.61 -0.391
O 1.339690 2.129241 -2.418439 -0.87 2.81 -5.41 -0.573
O 0.821571 1.368864 1.148095 1.41 3.48 -1.53 0.247
O -4.526981 -3.005672 -2.442089 0.28 0.69 -0.57 -0.532
O 1.490125 -1.945844 -2.705807 0.28 -0.47 -0.19 -0.718
O 3.962717 1.929347 -0.848960 5.84 2.27 -3.37 -0.715
O 2.561133 -2.384279 0.597137 2.35 -0.53 -0.98 -0.570
O 1.519633 0.940315 3.007541 4.16 -0.51 7.25 -0.486
O -2.109565 -5.006398 -1.521511 -3.17 -3.41 1.19 -0.538
O -1.149417 1.442487 0.646019 -8.49 -2.47 5.00 0.808
N -2.220215 1.070369 1.478072 -0.86 -1.78 2.79 0.337
N -3.929721 -1.894104 -3.089748 0.80 1.09 0.33 0.642
N 2.680631 1.744936 3.137775 1.25 1.12 1.02 0.177
C -5.963433 -1.080830 -4.161257 0.23 -0.32 -0.38 -1.644
C 0.103105 3.503473 2.057365 -0.78 -1.07 -0.65 -2.026
C 3.945704 1.203452 2.569755 -1.01 -0.51 -1.43 1.772
C 2.756216 2.531298 4.406262 0.18 1.41 -0.23 1.477
C 5.009214 2.320880 2.439344 0.08 -0.45 1.25 -1.446
C 1.760624 -0.225354 -0.793564 -0.72 -2.36 -1.44 -0.828
C 3.895704 0.115611 -2.395460 1.97 0.72 -0.99 -1.119
C 0.398396 3.028466 -1.930886 -1.49 -0.98 -0.21 -1.639
C -0.661954 2.180980 -1.229613 1.01 2.74 -1.86 -0.182
C -4.204968 1.161346 -0.002335 -0.41 -0.68 -0.44 -1.973
C 5.260195 2.949298 3.816663 0.60 -0.03 -0.58 -1.057
C -2.098598 -0.306441 2.095605 -0.87 -0.27 1.26 1.671
C -3.520447 1.676004 1.229010 0.04 1.62 0.19 1.338
C -3.072399 -0.325361 3.317693 -0.37 0.05 -0.14 -1.297
C -4.513412 -2.740090 -5.433812 0.33 -0.14 0.64 -1.615
C 3.061076 -2.159273 -4.488803 0.31 -0.41 -0.86 -1.341
C -0.682510 -0.509696 2.674133 -0.82 1.01 -0.47 -1.122
C 2.965336 1.719488 5.671298 -0.28 -0.06 0.39 -1.827
C -2.383389 -1.420002 -1.157166 -3.10 -0.70 -4.22 0.731
C -1.518284 -2.886184 -2.931082 -0.68 0.89 -2.00 -0.622
C 3.690318 0.844081 1.092322 -0.64 0.04 5.47 -0.585
C -2.310565 -0.288256 -4.826861 -0.24 -1.16 0.26 -1.811
C -3.814534 -0.345356 -5.012123 1.22 1.88 -0.52 -1.533
C 1.444067 3.396149 4.553671 0.69 -0.20 -0.23 -2.298
C -2.431519 -1.486068 1.182346 1.32 0.59 2.05 -1.540
C 1.774508 -2.625300 -3.911527 -1.15 0.33 0.40 -0.107
C -4.471165 1.482104 2.440920 -0.20 -0.91 -1.12 -1.246
C 1.565187 -1.869106 2.701687 1.47 -0.73 1.61 -1.768
C 0.292907 -0.429631 -0.637027 0.40 -1.47 0.75 0.064
C 1.195891 2.748198 1.208870 -0.71 2.50 -0.89 1.060
C -0.541363 -3.785890 -0.363119 0.90 -1.22 0.71 0.817
C -2.523064 -1.689989 -2.708519 1.67 -0.54 1.38 2.907
C 4.340698 0.546437 -0.988758 1.70 -3.08 -5.50 -0.436
C -0.854513 -5.180002 -0.948182 0.97 2.39 -0.82 -1.049
C -4.517336 -1.522994 -4.406061 -0.48 -2.03 0.05 1.480
C -4.507326 0.031486 2.968561 0.40 1.76 0.25 -0.646
C -3.251608 3.205717 1.095055 0.23 0.06 0.34 -1.972
C -1.979518 -0.451474 -3.385550 0.23 0.47 0.11 -0.204
C 3.954427 3.594179 4.278938 0.07 -1.04 0.04 -1.123
C 4.511904 -0.050801 3.272956 -0.18 -0.25 0.64 -2.042
C 1.480086 -2.609782 1.418020 -1.34 -0.27 1.07 0.062
H 4.250031 0.858361 -3.110215 -0.44 0.35 -0.13 0.378
H 1.021461 1.333972 2.287496 0.09 -0.87 1.09 0.998
H -0.044026 3.658105 -2.702847 0.32 0.16 -0.26 0.543
H -2.707416 0.429368 4.014309 0.07 -0.09 0.30 0.484
H -0.882706 3.287944 1.645273 0.22 0.54 -0.13 0.174
H 5.880680 1.872692 1.962058 0.37 -0.35 0.51 0.521
H 0.052208 -0.113048 0.377842 -0.96 -1.03 -1.08 1.283
H -1.441974 -1.133470 -0.688400 -0.48 0.24 -3.44 -0.022
H 0.524496 2.856979 4.781209 0.24 -0.73 0.02 0.305
H 3.785995 4.402556 3.567412 -0.68 -0.03 -0.07 0.246
H 5.392568 0.335486 -0.795964 0.42 0.68 -0.67 0.822
H 0.422515 -3.798512 0.145694 -0.86 -0.38 -0.39 0.080
H 3.910447 -0.350461 4.131183 0.01 0.38 0.18 0.342
H 0.604837 -2.246891 0.879180 0.08 -0.13 0.50 -0.338
H 0.094304 -0.579172 1.912665 -1.20 -0.02 0.10 -2.877
H -4.031964 -0.243440 -6.075347 -0.32 -0.36 -0.06 0.658
H 2.978561 -1.166167 -4.930429 -0.04 0.11 0.27 0.296
H -1.074806 1.361932 -1.818518 -0.03 0.84 -0.25 -0.313
H -5.205217 1.582434 -0.103671 0.09 0.29 -0.27 0.506
H -2.753720 -2.263834 -0.575013 -0.07 -0.40 -1.63 1.031
H 2.192685 2.829492 1.642338 -0.42 0.35 -0.20 -0.026
H -0.349594 0.341594 3.267913 -0.60 -0.03 0.17 0.402
H 3.884806 -2.172799 -3.775086 -0.16 -0.33 -0.25 0.275
H -1.368877 -3.513811 0.292084 0.49 -0.41 0.23 0.353
H 2.818859 -0.050189 -2.427586 1.48 0.85 -1.29 0.370
H 2.899269 1.339974 -0.901931 -1.49 0.39 0.03 1.283
H -1.594407 -3.224798 -3.964353 0.13 -0.22 -0.32 0.709
H 0.839192 3.643886 -1.146629 -0.05 0.79 -0.66 0.600
H -3.481283 -1.638400 0.931570 0.19 0.10 0.42 1.315
H 4.797347 3.105736 1.713246 -0.89 0.19 0.10 0.325
H -3.593776 1.309585 -0.892603 -0.16 0.30 -0.09 0.012
H -0.495110 -2.967426 -1.081508 0.19 -1.07 0.35 -0.691
H -4.991171 -0.717610 2.341782 0.01 0.25 -0.28 0.369
H -3.138014 -1.297817 3.805677 0.77 -0.19 -0.02 0.288
H 1.808410 1.822182 -1.638941 -1.01 0.59 -1.45 0.309
H -1.790558 0.639279 -5.066393 -0.43 -0.05 -0.97 0.641
H 4.099948 4.053895 5.256483 -0.18 0.01 0.08 0.573
H -3.932886 -3.728646 -2.656500 -0.16 -0.62 0.02 0.418
H -0.323302 0.146317 -1.327442 0.96 -0.73 0.18 -0.612
H -0.269255 1.736309 -0.315192 1.34 1.15 -3.87 1.232
H -0.890735 -0.416034 -3.422999 0.24 -0.23 0.81 -0.518
H 3.005237 0.015102 0.914688 0.19 0.10 1.94 -0.468
H 2.058623 1.133358 5.821027 0.18 -0.41 0.08 0.281
H 5.537489 0.088752 3.614702 0.07 -0.03 0.03 0.409
H -2.898122 3.567027 2.060767 0.01 0.00 0.14 0.543
H 3.050230 2.379425 6.534650 -0.10 0.20 0.03 0.481
H -3.563075 -3.272167 -5.390772 0.23 0.02 0.16 0.345
H -2.071032 -4.590091 -2.385691 -0.62 -2.63 -0.26 1.139
H 0.034308 -1.486609 -0.700487 0.94 0.46 -0.10 0.559
H 3.243607 -2.838856 -5.321240 0.51 -0.03 -0.06 0.527
H 3.032421 -3.206057 0.441686 0.05 0.08 0.05 0.412
H 0.063421 3.110160 3.073160 -0.54 -0.11 -0.96 0.091
H 1.493405 -0.789755 2.567689 0.92 -0.77 0.24 0.709
H 4.771851 2.442576 -0.789687 -0.08 0.36 -0.09 0.754
H 3.270722 1.653763 0.495275 0.56 -0.68 3.52 -0.104
H 1.385871 -3.691582 1.512439 -0.23 0.03 0.66 1.256
H 0.556069 -1.724495 -2.718150 0.37 0.55 0.18 0.138
H -0.174012 -5.359148 -1.780597 0.60 -0.57 0.25 0.328
H 6.091362 3.647669 3.719033 -0.22 0.61 0.03 0.520
H -6.022480 -0.429232 -3.289462 0.07 0.17 -0.20 0.332
H -4.638737 -2.532731 -6.496545 -0.17 0.71 0.10 0.355
H -4.084045 3.857404 0.829620 -0.43 -0.48 -0.10 0.424
H 2.462420 -2.106060 3.273459 0.56 -0.02 -0.38 0.555
H 5.683193 2.252843 4.540624 -0.42 -0.49 0.01 0.380
H -4.350435 0.084535 0.083838 -0.19 0.05 0.09 0.670
H -0.476163 -2.612908 -2.765574 -0.91 -0.07 -0.37 -0.062
H 0.136299 4.590279 2.133816 0.61 -0.05 -0.29 0.422
H -4.249201 2.170181 3.256619 0.36 -0.13 0.05 0.322
H -6.651153 -1.912665 -4.008977 0.09 -0.03 -0.07 0.294
H -3.135306 -0.650097 -0.984011 0.57 -0.03 0.14 -1.343
H 1.134963 3.143306 0.194830 0.35 -0.10 0.73 -0.270
H -1.474870 2.770795 -0.806079 0.15 0.26 -0.91 0.974
H -5.489557 1.711177 2.127063 -0.02 0.37 -0.24 0.365
H 0.804624 -2.125862 3.439056 0.29 -0.48 -0.49 0.574
H -4.162998 0.599913 -4.596018 -0.43 -0.02 0.38 0.428
H -0.815553 -5.974835 -0.203319 -0.28 0.05 -0.20 0.362
H -1.848503 -1.382291 0.267233 -0.86 0.40 4.11 -1.330
H -5.276375 -3.484032 -5.204583 -0.07 0.10 0.31 0.337
H -2.283240 0.449264 -2.852146 -0.31 -0.09 0.12 0.628
H 1.129011 0.945996 0.342942 0.54 1.08 0.57 -0.364
H 1.416154 4.170177 5.320597 0.89 0.08 0.13 0.560
H -6.191478 -0.558697 -5.090486 -0.73 0.17 0.18 0.444
H -0.571794 1.806199 1.321054 -0.83 -0.39 -0.57 0.107
H 2.050353 -0.680175 -1.740825 -1.07 0.59 1.26 -0.729
H -1.945210 -2.412096 1.489070 -0.63 -0.07 1.16 0.436
H -1.625018 -3.721323 -2.238799 0.79 4.05 -0.81 -3.113
H 0.947124 -2.350581 -4.565794 0.08 -0.48 -0.60 0.158
H 3.945344 -0.129792 -0.230796 -0.65 -0.16 -3.11 -0.347
H 4.576941 0.475905 0.576124 0.78 1.56 4.49 0.354
H -1.858484 -1.167557 -5.285706 0.27 0.19 -0.76 0.417
H 2.440872 -0.765157 -0.134796 -1.54 0.11 -0.11 0.107
H 4.458987 -0.962869 2.678458 0.21 0.23 -0.53 0.378
H 1.256629 3.842836 3.577220 0.97 0.44 1.23 0.627
H 1.720509 -3.687714 -3.673936 0.30 -0.27 -0.44 0.278
H -5.140685 0.206437 3.838243 0.09 -0.91 0.45 0.470
H -0.484335 -1.380339 3.299284 -1.60 0.36 -0.27 0.940
H -2.454960 3.432022 0.386360 -0.29 -0.13 0.01 0.288
H 3.860793 1.098565 5.697815 -0.14 -0.09 -0.27 0.362
H 4.413652 -0.762822 -2.780404 -0.07 -0.21 0.80 0.571
```
Positions in Å, forces in eV/Å.